No. 1
A 11-piece molecular cluster, C17H54F6O10P overall. Source: the OMol25 dataset; level of theory: wB97M-V/def2-TZVPD.

Calculated values
M in g mol⁻¹: 563.57
F_max in hartree/bohr: 0.0711
HOMO energy in Eh: -0.3009
Gap between HOMO and LUMO in eV: 10.4

Structure (ORCA input):
```
! wB97M-V def2-TZVPD RIJCOSX def2/J DEFGRID3
* xyz -1 1
P -0.20 -0.06 1.76
F 0.94 0.27 2.84
F -0.69 1.55 1.74
F 0.92 0.29 0.60
F -1.18 -0.38 2.99
F 0.14 -1.60 1.62
F -1.35 -0.37 0.60
O -2.90 -4.56 -0.76
O -0.67 1.36 -5.46
O 2.42 4.69 2.37
O 3.84 -0.19 6.81
O 4.34 -6.99 0.57
O -4.19 4.02 2.73
O -8.54 1.15 -3.19
O -3.81 0.03 6.45
O 1.91 -3.70 4.52
O 6.44 1.65 -2.03
C 5.19 -6.15 -0.15
C 5.13 1.45 -2.33
C -3.54 -4.87 -1.97
C 2.73 6.28 4.03
C -3.98 -6.40 -1.97
C 1.65 5.58 3.18
C -7.40 0.84 -2.34
C 4.66 -4.69 0.05
C 0.47 3.17 -4.32
C 3.18 0.85 7.47
C 0.77 6.44 2.26
C 0.51 2.15 -5.47
C 0.44 2.97 -6.82
C 6.57 -6.42 0.41
C -6.43 0.13 -3.34
C -6.84 2.19 -1.85
C -2.61 -4.51 -3.10
H -3.13 -0.22 5.83
H 4.89 0.51 -1.83
H -3.40 3.59 2.42
H 1.31 7.15 1.63
H -4.39 -4.21 -2.12
H 5.08 -6.29 -1.22
H 0.20 7.17 2.84
H 3.76 1.77 7.36
H 3.96 -6.46 1.27
H -2.27 -3.48 -3.07
H -3.08 -4.72 -4.06
H 4.98 1.31 -3.40
H -5.98 1.98 -1.21
H 2.24 7.07 4.60
H 2.33 1.26 6.92
H 2.11 -2.85 4.93
H -0.71 1.08 -4.54
H 3.32 5.76 4.79
H 6.70 -5.96 1.39
H -3.09 -7.02 -2.00
H 1.48 1.65 -5.43
H 3.69 -4.60 -0.44
H -5.47 0.03 -2.82
H 0.34 2.70 -3.34
H -4.56 -6.66 -1.09
H 0.51 2.25 -7.64
H 6.44 1.79 -1.08
H 1.94 3.86 2.39
H 0.98 5.08 3.88
H 6.62 -7.51 0.50
H -0.35 3.88 -4.35
H 0.09 5.87 1.63
H 1.40 3.73 -4.20
H -3.54 0.89 6.77
H -4.53 -6.77 -2.83
H -6.80 -0.85 -3.62
H -7.66 0.13 -1.55
H 7.29 -6.12 -0.35
H -9.22 1.62 -2.68
H -7.67 2.71 -1.36
H 1.35 3.53 -7.05
H 4.59 -4.52 1.13
H -1.72 -5.13 -3.15
H -4.88 3.37 2.62
H 3.00 0.64 8.52
H -2.80 -3.61 -0.85
H 4.72 -0.22 7.19
H -6.45 2.77 -2.68
H 5.45 -4.04 -0.32
H 1.65 -3.47 3.63
H 3.45 6.76 3.36
H -6.20 0.65 -4.27
H 4.44 2.25 -2.06
H -0.35 3.70 -6.93
*
```

***

No. 2
A 9-piece molecular cluster, C17H54N2O11 overall. Source: the OMol25 dataset; level of theory: wB97M-V/def2-TZVPD.

Calculated values
M in g mol⁻¹: 462.62
F_max in hartree/bohr: 0.0701
HOMO energy in Eh: -0.3419
Relative energy (zero: lowest compared OMol25 entry of this formula, charge and spin) in eV: 4.612
SMILES string: COC[C@H](C)N.COC[C@H](C)N.OCCO.OCCO.CO.CO.CO.CO.CO
Gap between HOMO and LUMO in eV: 9.4

Structure (ORCA input):
```
! wB97M-V def2-TZVPD RIJCOSX def2/J DEFGRID3
* xyz 0 1
O 3.75 5.48 -0.22
O -0.32 0.11 1.94
O -2.57 -2.71 5.47
O 0.96 -5.94 -6.50
O -4.45 -1.93 3.43
O -6.30 -2.55 -1.40
O 4.49 -2.69 6.56
O -1.79 3.86 8.29
O 1.84 -6.28 -2.93
O -3.82 2.86 -4.41
O 7.50 -2.29 -0.42
N 3.40 4.06 2.22
N -5.41 0.81 -6.05
C -3.82 2.05 -7.46
C 3.01 5.98 3.41
C 1.68 -6.25 -5.37
C -5.65 -3.79 -1.82
C 6.71 -3.33 -0.89
C 2.88 5.40 2.01
C -2.92 3.37 -3.35
C -3.86 -3.26 5.39
C 0.23 -0.65 0.81
C 0.94 -6.06 -4.04
C 4.01 6.30 -1.34
C 3.81 6.14 1.00
C -3.97 1.13 -6.30
C -4.16 -3.23 3.86
C 4.93 -2.81 5.19
C -3.24 1.77 -5.11
C -1.44 2.50 8.16
H -5.55 0.51 -5.10
H 5.97 -2.53 5.02
H -2.07 3.94 -3.71
H -0.54 2.26 8.71
H 0.20 -6.52 -6.54
H 1.80 -7.09 -2.43
H 3.98 7.38 -1.17
H 5.03 6.15 -1.70
H -2.76 2.28 -7.52
H -3.62 -1.47 3.28
H -4.57 -2.73 6.02
H 2.11 -7.25 -5.41
H 2.56 5.33 4.17
H 3.32 3.89 1.23
H -4.93 -3.95 3.57
H 7.58 -1.59 -1.09
H -1.25 2.18 7.13
H 2.68 -5.80 -5.35
H 0.54 -0.03 -0.03
H -0.61 -1.25 0.44
H 4.83 -3.90 5.13
H -2.55 -1.82 5.11
H -3.11 0.97 -4.37
H 0.47 0.60 2.17
H -4.58 -3.74 -2.04
H -5.93 -4.59 -1.14
H -3.39 0.20 -6.34
H 0.14 -6.80 -4.02
H 2.70 7.01 3.59
H 5.67 -3.00 -0.83
H 1.09 -1.23 1.14
H -3.30 -3.51 3.24
H -2.20 2.01 -5.33
H 0.43 -5.10 -3.99
H -3.65 4.05 -2.90
H -2.08 4.27 7.48
H -4.27 1.49 -8.28
H -6.02 -2.39 -0.50
H 3.46 7.16 0.93
H -2.36 1.96 8.41
H 4.37 4.03 2.50
H 4.22 -2.46 4.45
H -2.73 2.73 -2.48
H -4.32 3.01 -7.55
H 6.71 -3.30 -1.98
H -6.01 1.62 -6.00
H 4.88 -1.92 6.99
H -5.95 -4.02 -2.84
H 6.78 -4.35 -0.50
H 4.03 5.99 3.78
H 1.87 5.35 1.61
H -3.90 -4.26 5.83
H 3.56 6.00 -2.29
H 4.83 6.20 1.38
*
```

***

No. 3
A 10-piece molecular cluster, C17H54O10 overall. Source: the OMol25 dataset; level of theory: wB97M-V/def2-TZVPD.

Calculated values
M in g mol⁻¹: 418.61
F_max in hartree/bohr: 0.0647
HOMO energy in Eh: -0.3475
Relative energy (zero: lowest compared OMol25 entry of this formula, charge and spin) in eV: 1.716
SMILES string: CCO.CCO.CCO.CCO.CCO.CCO.CCO.CO.CO.CO
Gap between HOMO and LUMO in eV: 9.8

Structure (ORCA input):
```
! wB97M-V def2-TZVPD RIJCOSX def2/J DEFGRID3
* xyz 0 1
O -2.85 -2.23 -2.49
O 2.35 2.90 0.47
O -0.92 -0.73 -0.98
O 1.60 -3.99 0.54
O -4.13 -0.59 -4.27
O -1.10 4.06 2.05
O 3.85 -0.55 -1.31
O 1.59 -3.98 3.26
O 0.43 1.75 -1.16
O -1.79 -0.16 5.33
C -2.11 2.26 0.70
C -0.08 3.51 -2.73
C -1.76 -2.51 -3.44
C 2.72 -3.94 -0.37
C -1.39 3.61 0.74
C 3.83 3.07 2.28
C -4.15 1.06 -2.63
C 0.50 2.09 -2.58
C -0.55 0.55 5.48
C 0.54 -3.28 3.95
C -0.10 1.00 4.10
C -5.04 0.21 -3.49
C 0.85 -0.93 0.68
C 2.25 -4.22 -1.82
C 2.60 2.40 1.76
C -0.45 -1.50 0.15
C 3.14 -0.47 -2.44
H -0.26 -2.54 -0.08
H 1.48 -3.47 -2.05
H 0.24 -0.13 5.76
H 0.50 4.17 -2.07
H 1.68 -1.08 0.04
H 1.52 2.10 -2.96
H -0.81 -2.36 -2.86
H -0.02 3.86 -3.77
H -2.03 -0.46 6.22
H 0.17 -3.99 4.71
H -1.57 1.60 1.40
H 3.04 -2.89 -0.35
H 3.55 -4.63 -0.14
H 4.70 2.88 1.64
H 3.59 -1.16 -3.18
H -1.93 3.89 2.56
H -3.76 1.84 -3.28
H -2.16 1.80 -0.30
H -0.70 1.40 6.17
H 1.99 -5.21 -2.13
H 1.66 -3.62 2.38
H 2.06 -0.65 -2.26
H 2.68 1.30 1.79
H -5.67 -0.46 -2.95
H -1.26 -1.42 0.89
H 0.99 -4.72 0.30
H -0.30 0.13 3.43
H 1.00 1.23 4.13
H -2.00 4.32 0.18
H 0.89 0.12 0.80
H -1.11 3.42 -2.41
H -4.75 1.54 -1.90
H -0.08 1.36 -3.15
H -1.66 -1.24 -1.43
H -0.61 1.86 3.73
H 3.76 4.14 2.34
H -4.55 -0.79 -5.08
H 1.77 2.65 2.43
H 3.06 -3.90 -2.49
H 3.18 0.54 -2.96
H 3.41 -0.13 -0.56
H 4.17 2.67 3.24
H -1.68 -1.87 -4.32
H 0.92 -2.36 4.42
H 1.73 2.31 0.00
H 1.22 -1.37 1.60
H -5.68 0.83 -4.13
H -3.09 2.38 1.17
H 0.11 0.81 -1.07
H -0.28 -3.01 3.23
H -3.44 -1.61 -2.94
H -0.41 3.55 0.30
H -3.30 0.54 -2.13
H -1.76 -3.56 -3.73
*
```

***

No. 4
A 10-piece molecular cluster, C17H55NO10 overall. Source: the OMol25 dataset; level of theory: wB97M-V/def2-TZVPD.

Calculated values
M in g mol⁻¹: 433.62
F_max in hartree/bohr: 0.0318
HOMO energy in Eh: -0.3280
Relative energy (zero: lowest compared OMol25 entry of this formula, charge and spin) in eV: 0.000
SMILES string: COC[C@H](C)N.CC(C)O.CC(C)O.CO.CO.CO.CO.CO.CO.CO
Gap between HOMO and LUMO in eV: 8.8

Structure (ORCA input):
```
! wB97M-V def2-TZVPD RIJCOSX def2/J DEFGRID3
* xyz 0 1
O 3.77 -0.18 3.43
O -3.24 -1.56 2.01
O -1.85 2.25 -0.37
O 0.46 0.51 -0.43
O 2.31 -1.36 -1.62
O 3.65 2.41 2.27
O -3.30 -1.27 -5.53
O 3.63 3.56 -0.28
O -1.63 -0.60 4.24
O -0.58 1.32 -5.03
N -3.49 -1.63 -2.77
C -1.08 -1.68 -2.58
C -2.41 -3.81 2.48
C 2.63 2.81 -0.96
C 1.94 3.14 3.83
C -2.86 1.26 -0.38
C 3.37 3.28 3.36
C -1.00 0.67 4.13
C 4.85 -0.52 4.31
C 0.28 1.42 -3.91
C -2.75 -2.77 1.43
C 0.80 0.32 0.94
C -3.81 -3.24 0.47
C -3.19 -1.53 -6.90
C 3.73 4.70 2.94
C -2.15 -1.68 -4.81
C 2.00 -2.70 -1.22
C -2.25 -1.18 -3.40
H -2.57 -1.22 2.62
H -2.48 0.29 -0.05
H -1.09 -1.25 -1.58
H -3.65 1.58 0.30
H 0.99 1.29 1.39
H 3.65 3.21 0.62
H 1.76 3.71 4.75
H 1.72 2.76 -0.35
H 1.33 -3.14 -1.96
H -4.29 -1.13 -3.15
H 4.03 3.03 4.20
H -1.27 1.35 4.94
H -3.07 -2.60 -7.10
H 4.79 4.76 2.71
H -1.12 -2.77 -2.47
H 3.50 1.50 2.55
H -1.85 -2.52 0.85
H -3.28 -4.43 2.70
H 4.68 -1.49 4.78
H 3.27 -1.24 -1.59
H -2.21 -0.08 -3.36
H 3.31 -0.98 3.18
H -2.12 -3.32 3.42
H -3.44 -4.02 -0.20
H 2.41 3.33 -1.89
H -3.28 1.13 -1.38
H -2.09 -2.78 -4.81
H -1.28 1.97 -4.95
H 1.53 -2.73 -0.23
H 1.23 3.51 3.08
H -0.30 1.65 -3.00
H 3.09 5.02 2.11
H 4.93 0.24 5.08
H 5.78 -0.61 3.75
H -3.46 -1.39 -1.78
H 0.76 -0.24 -0.96
H 1.70 -0.29 1.03
H -2.34 -0.98 -7.33
H 3.54 5.37 3.78
H 0.79 0.48 -3.73
H 0.09 0.57 4.09
H -4.70 -3.60 0.98
H -4.10 -1.18 -7.38
H -1.62 -4.47 2.14
H 0.97 2.27 -3.97
H 2.92 -3.29 -1.18
H 1.72 2.09 4.06
H -4.12 -2.41 -0.17
H 2.91 1.76 -1.15
H -0.03 -0.12 1.50
H -0.15 -1.45 -3.10
H -1.26 -1.27 -5.30
H -1.00 1.82 -0.50
H -1.74 -0.80 5.17
H -1.31 1.15 3.19
*
```

***

No. 5
A 11-piece molecular cluster, C17H56N10O11 overall. Source: the OMol25 dataset; level of theory: wB97M-V/def2-TZVPD.

Calculated values
M in g mol⁻¹: 576.69
F_max in hartree/bohr: 0.2508
HOMO energy in Eh: -0.3424
Relative energy (zero: lowest compared OMol25 entry of this formula, charge and spin) in eV: 10.815
SMILES string: NC(N)=O.NC(N)=O.NC(N)=O.NC(N)=O.NC(N)=O.CC(C)O.CC(C)O.CC(C)O.CO.CO.CO
Gap between HOMO and LUMO in eV: 9.1

Structure (ORCA input):
```
! wB97M-V def2-TZVPD RIJCOSX def2/J DEFGRID3
* xyz 0 1
O -0.87 0.92 2.42
O -2.28 -2.86 2.12
O 0.13 -1.71 1.97
O 1.76 -0.54 -5.09
O -2.18 -3.87 -1.68
O 0.83 0.76 -0.90
O 2.38 -1.77 -1.74
O -1.32 0.00 -4.23
O -2.99 4.48 2.11
O 3.20 1.91 0.80
O -3.58 0.83 -0.35
N -0.39 -2.25 -4.29
N 0.98 1.02 -3.51
N -1.46 4.85 0.23
N -2.32 -1.88 -3.43
N -1.98 2.87 0.63
N 3.06 0.43 -3.30
N -0.54 -3.85 -0.01
N -4.28 -0.06 -2.47
N 0.09 -3.20 -1.90
N -2.96 1.68 -2.48
C 1.50 3.44 0.81
C 3.53 -2.48 -1.53
C -1.96 1.82 4.26
C -0.91 -3.67 -1.17
C -2.19 4.05 0.98
C 2.81 2.68 2.83
C -0.70 1.33 3.59
C 2.88 2.96 1.35
C -0.30 0.03 -0.85
C 1.77 -3.39 1.76
C -3.63 0.83 -1.75
C -1.34 -1.36 -4.03
C -2.83 -1.96 1.15
C 2.33 -1.02 1.59
C 1.92 0.33 -3.96
C -0.15 0.22 4.38
C 1.33 -2.00 2.21
H 3.73 2.25 3.26
H 3.11 2.04 -0.17
H 1.45 3.82 -0.25
H 3.87 -2.31 -0.55
H 0.76 -0.07 3.94
H -1.44 -2.46 2.38
H -3.23 -0.97 1.56
H 0.73 2.66 0.96
H -2.29 2.33 -2.09
H -4.86 -0.82 -2.12
H -2.27 2.69 3.66
H 2.76 -3.63 2.17
H 3.34 -1.41 1.59
H 4.39 -2.31 -2.18
H -1.05 1.62 1.83
H 2.60 -0.97 -2.23
H 0.13 0.46 5.46
H -1.55 5.89 0.34
H -0.79 4.46 -0.37
H -1.42 2.70 -0.23
H 3.64 3.68 1.05
H 0.11 0.64 -3.98
H 2.16 -0.87 0.53
H -2.00 -1.78 0.47
H 0.89 1.03 -2.44
H 1.89 -3.30 0.63
H 0.01 -0.78 2.18
H -2.75 1.49 -3.48
H 0.49 -1.86 -4.70
H -3.60 -2.47 0.65
H 3.23 1.21 -2.71
H 2.50 3.59 3.37
H 1.50 -1.96 3.26
H -0.01 -1.00 -0.79
H -1.17 -4.30 0.67
H 2.04 2.00 3.07
H 3.18 -3.44 -1.73
H -0.82 -0.67 4.36
H -2.73 1.03 4.15
H -0.13 -2.82 -2.86
H -0.88 0.13 -1.80
H -0.73 -3.26 -4.44
H -1.85 2.05 5.30
H -2.65 2.13 0.96
H 1.22 0.91 -0.03
H 2.38 -0.02 1.91
H 0.98 -2.77 -1.65
H 1.07 -4.15 2.05
H -0.97 0.41 -0.09
H 3.93 -0.02 -3.60
H 0.19 -3.26 0.37
H -3.00 -1.16 -2.99
H -0.01 2.20 3.63
H -4.39 0.21 -3.50
H -2.34 -2.65 -2.74
H 1.29 4.28 1.49
*
```